No. 1
111
Properties=species:S:1:pos:R:3:mulliken_charge:R:1 method="wB97M-V/def2-TZVPD" lumo_energy_ev=6.083 homo_energy_ev=3.11 total_charge=-4 energy_ha=-2697.41558
O -18.871 16.848 -14.570 1.31
H -18.713 16.086 -15.132 0.08
H -18.021 17.055 -14.177 0.17
H -19.173 17.634 -15.030 0.46
C -14.895 13.452 -12.724 -0.65
C -14.345 13.787 -11.503 0.40
C -14.513 15.236 -10.970 0.30
O -14.014 15.607 -9.796 -0.83
C -15.152 16.268 -11.647 -0.67
C -15.676 15.975 -12.937 -0.02
C -15.496 14.510 -13.621 0.50
O -16.103 14.181 -14.680 -0.62
O -16.452 16.665 -13.542 -0.96
O -13.693 12.800 -10.940 -0.85
H -14.744 12.446 -13.088 0.35
H -15.268 17.229 -11.168 0.45
C -19.410 22.641 -14.448 -0.77
C -19.181 22.376 -13.106 0.29
C -19.160 20.989 -12.469 0.00
O -18.982 20.643 -11.239 -0.84
C -19.406 19.907 -13.337 -0.35
C -19.448 20.030 -14.802 0.21
C -19.619 21.494 -15.351 0.36
O -19.849 21.721 -16.538 -0.80
O -19.299 19.058 -15.528 -1.10
O -19.021 23.466 -12.444 -0.83
H -19.435 23.683 -14.734 0.33
H -19.403 18.919 -12.899 1.05
C -21.079 14.888 -16.354 1.19
C -19.815 15.041 -17.087 -0.74
O -18.548 14.873 -16.479 -0.76
H -21.065 14.247 -15.473 -0.03
H -21.952 14.571 -16.925 0.10
H -21.492 15.830 -15.993 -0.75
H -19.802 16.060 -17.475 -0.03
H -19.843 14.306 -17.891 0.25
O -16.190 19.280 -13.021 -0.55
H -15.655 19.754 -13.657 0.32
H -16.280 18.401 -13.390 0.28
C -19.476 7.671 -15.637 -0.70
O -19.562 8.989 -14.907 -0.26
C -20.811 9.190 -14.215 -0.47
C -20.558 10.160 -13.027 -0.80
N -20.437 11.559 -13.422 -0.13
C -20.128 12.303 -12.230 -0.81
C -20.404 13.672 -12.513 -0.65
O -21.763 13.987 -12.778 -0.04
C -22.775 14.087 -11.739 -0.79
H -20.039 6.991 -14.998 0.30
H -18.436 7.349 -15.697 0.24
H -19.922 7.670 -16.631 0.24
H -21.099 8.226 -13.795 0.39
H -21.562 9.566 -14.910 0.25
H -19.597 9.882 -12.593 0.35
H -21.379 9.973 -12.335 0.43
H -21.250 11.971 -13.858 0.15
H -19.058 12.146 -12.099 0.52
H -20.597 11.873 -11.345 0.30
H -19.783 14.132 -13.282 0.25
H -19.984 14.201 -11.657 0.40
H -22.514 15.006 -11.215 0.20
H -22.671 13.207 -11.104 0.38
H -23.827 14.129 -12.022 0.22
C -25.309 13.831 -17.210 -0.76
O -25.333 14.574 -15.934 -0.32
C -25.095 15.924 -16.164 -0.69
C -24.777 16.712 -14.868 0.08
N -23.700 17.646 -15.244 -0.30
C -23.287 18.687 -14.248 -1.13
C -22.384 18.274 -13.105 -0.11
O -22.854 17.312 -12.155 -0.14
C -24.197 17.407 -11.520 -0.88
H -25.533 12.770 -17.094 0.26
H -24.316 13.862 -17.659 0.28
H -25.953 14.246 -17.985 0.31
H -25.941 16.330 -16.719 0.28
H -24.275 16.062 -16.869 0.41
H -24.223 16.095 -14.159 -0.01
H -25.709 17.221 -14.622 0.30
H -22.872 17.077 -15.347 -0.09
H -24.191 19.225 -13.963 0.39
H -22.621 19.398 -14.737 0.49
H -21.910 19.196 -12.770 0.39
H -21.570 17.728 -13.582 0.01
H -24.290 18.331 -10.949 0.35
H -24.453 16.591 -10.844 0.28
H -25.013 17.430 -12.241 0.30
C -21.218 19.064 -23.842 -0.77
O -20.135 18.511 -23.152 -0.25
C -19.766 19.195 -21.991 -0.47
C -18.821 18.182 -21.166 -0.73
N -18.447 18.622 -19.838 -0.14
C -17.721 17.744 -19.026 -0.32
C -17.045 18.563 -17.938 0.46
O -16.191 17.629 -17.278 -0.35
C -15.284 18.219 -16.294 -0.29
H -22.165 19.304 -23.357 0.31
H -21.380 18.302 -24.605 0.25
H -20.941 19.992 -24.342 0.30
H -20.555 19.510 -21.308 0.38
H -19.081 20.003 -22.247 0.30
H -18.078 17.850 -21.891 0.26
H -19.440 17.292 -21.057 0.33
H -19.167 19.130 -19.344 0.22
H -16.974 17.421 -19.751 0.34
H -18.245 16.850 -18.689 0.04
H -17.743 18.955 -17.199 -0.47
H -16.544 19.433 -18.361 0.23
H -14.528 18.912 -16.663 0.36
H -14.917 17.385 -15.695 0.23
H -15.907 18.862 -15.672 -0.17



No. 2
34
Properties=species:S:1:pos:R:3:mulliken_charge:R:1 method="wB97M-V/def2-TZVPD" lumo_energy_ev=0.352 homo_energy_ev=-1.66 total_charge=-1 energy_ha=-1220.57130
C 0.717 -0.580 -1.347 -0.76
C -0.020 0.498 -1.528 -0.35
C -1.095 0.745 -0.467 -0.23
N -2.218 1.602 -0.987 0.00
C -3.533 1.074 -0.465 -0.83
C -4.153 0.045 -1.442 -0.55
C -4.027 -1.417 -0.962 -0.62
S -4.595 -2.512 -2.334 -0.20
H 0.998 -0.805 -0.304 0.19
H 1.036 -1.247 -2.140 0.29
H 0.161 1.200 -2.343 0.36
H -1.492 -0.230 -0.213 0.12
H -0.689 1.222 0.435 0.38
H -2.044 2.549 -0.649 0.40
H -2.276 1.611 -2.007 0.35
H -4.179 1.952 -0.360 0.40
H -3.416 0.648 0.532 0.44
H -3.698 0.132 -2.434 0.45
H -5.222 0.261 -1.507 0.31
H -4.650 -1.639 -0.097 0.39
H -2.985 -1.698 -0.794 0.26
H -3.819 -2.035 -3.336 0.13
C 3.233 -0.651 2.840 -0.84
C 3.958 0.362 3.465 0.44
C 5.079 0.978 2.591 0.53
O 5.760 1.937 2.972 -0.75
C 5.322 0.398 1.294 -0.66
C 4.607 -0.620 0.683 0.37
C 3.425 -1.159 1.518 0.66
O 2.637 -2.015 1.071 -0.83
O 4.809 -1.124 -0.449 -0.80
O 3.787 0.806 4.617 -0.78
H 2.419 -1.130 3.380 0.34
H 6.164 0.840 0.768 0.36



No. 3
72
Properties=species:S:1:pos:R:3:mulliken_charge:R:1 method="wB97M-V/def2-TZVPD" relative_energy_kj_mol=0.0 lumo_energy_ev="-0.088 / -0.635" spin_multiplicity=3 homo_energy_ev="-6.51 / -7.50" total_charge=0 energy_ha=-4378.82844 s_squared=2.015
Ni 0.524 1.229 -0.452 0.08
Cl 3.802 2.251 5.424 -0.29
C 2.744 2.395 4.042 0.70
C 1.700 3.269 4.067 -0.47
C 0.829 3.402 2.964 -0.41
I -0.783 4.700 3.078 0.02
C 0.992 2.667 1.799 0.77
O 0.235 2.743 0.739 -0.69
C 2.082 1.728 1.816 -0.32
N 2.179 0.936 0.710 0.10
C 3.119 0.030 0.640 -0.05
C 4.058 -0.161 1.670 -1.00
C 3.973 0.607 2.794 -0.99
C 2.960 1.584 2.908 0.60
H 1.538 3.866 4.955 0.41
H 3.131 -0.593 -0.250 0.29
H 4.817 -0.927 1.568 0.47
H 4.666 0.465 3.614 0.43
C -4.941 1.787 -1.429 -0.54
C -4.527 0.512 -1.801 -0.61
C -3.404 -0.056 -1.203 -0.40
C -2.679 0.632 -0.217 0.58
C -3.103 1.926 0.128 -0.33
C -4.225 2.495 -0.467 -0.67
Si -1.115 -0.059 0.522 1.18
C -1.029 -1.890 0.126 -0.09
C 0.126 -2.456 -0.425 0.01
C 0.220 -3.823 -0.686 -0.58
C -0.853 -4.655 -0.398 -0.60
C -2.013 -4.122 0.160 -0.74
C -2.094 -2.759 0.423 0.06
C -1.191 0.082 2.372 0.45
C -0.020 -0.118 3.119 -0.46
C -0.010 0.009 4.502 -0.48
C -1.187 0.332 5.174 -0.65
C -2.364 0.514 4.456 -0.77
C -2.364 0.396 3.069 -0.13
H -5.816 2.230 -1.891 0.37
H -5.082 -0.041 -2.552 0.41
H -3.092 -1.057 -1.500 0.33
H -2.535 2.504 0.859 0.29
H -4.538 3.495 -0.184 0.42
H 0.975 -1.816 -0.652 -0.07
H 1.127 -4.234 -1.119 0.44
H -0.787 -5.720 -0.599 0.38
H -2.848 -4.772 0.395 0.40
H -3.005 -2.360 0.866 0.38
H 0.908 -0.391 2.609 0.33
H 0.913 -0.136 5.055 0.43
H -1.186 0.439 6.253 0.40
H -3.285 0.755 4.977 0.40
H -3.291 0.559 2.524 0.39
C 2.484 1.842 -3.215 -1.41
P 1.001 0.939 -2.669 0.62
C -0.307 1.679 -3.689 -1.49
C 1.237 -0.712 -3.387 0.61
C 0.189 -1.387 -4.011 -0.29
C 0.373 -2.680 -4.493 -0.68
C 1.604 -3.308 -4.354 -0.56
C 2.653 -2.643 -3.725 -0.81
C 2.467 -1.355 -3.242 -0.28
H 3.381 1.432 -2.750 0.36
H 2.392 2.883 -2.900 0.46
H 2.580 1.789 -4.299 0.44
H -0.069 1.590 -4.748 0.46
H -0.389 2.732 -3.417 0.44
H -1.270 1.211 -3.482 0.35
H -0.786 -0.919 -4.110 0.23
H -0.451 -3.196 -4.972 0.41
H 1.747 -4.314 -4.731 0.40
H 3.615 -3.128 -3.609 0.41
H 3.295 -0.850 -2.750 0.15



No. 4
67
Properties=species:S:1:pos:R:3:mulliken_charge:R:1 method="wB97M-V/def2-TZVPD" relative_energy_kj_mol=268.3 lumo_energy_ev="-10.128 / -11.446" spin_multiplicity=2 homo_energy_ev="-15.87 / -15.87" total_charge=+3 energy_ha=-1996.68975 s_squared=0.754
Ir 0.279 0.493 -0.387 3.78
N 1.269 1.045 1.416 -0.96
C 0.289 1.229 2.507 -0.64
C -0.764 2.147 1.975 -0.81
N -1.264 1.636 0.655 -0.30
C -2.382 0.652 0.819 -0.45
C -2.716 0.051 -0.524 -1.64
N -1.440 -0.396 -1.178 -0.51
C -1.671 2.813 -0.181 -0.56
C -0.455 3.339 -0.894 -0.83
N 0.118 2.171 -1.612 -0.48
H 1.878 1.848 1.274 0.37
H 1.867 0.222 1.610 0.32
H -0.104 0.249 2.780 -0.08
H 0.768 1.646 3.395 0.59
H -1.604 2.280 2.660 0.41
H -0.328 3.130 1.800 0.64
H -2.045 -0.120 1.509 0.02
H -3.258 1.135 1.262 0.81
H -3.383 -0.799 -0.385 0.62
H -3.219 0.741 -1.198 0.46
H -1.254 -1.362 -0.893 0.25
H -1.525 -0.400 -2.194 0.37
H -2.426 2.504 -0.900 0.40
H -2.131 3.574 0.452 0.43
H -0.697 4.154 -1.576 0.55
H 0.306 3.702 -0.203 0.36
H -0.445 1.969 -2.438 0.38
H 1.052 2.404 -1.946 0.28
O 2.461 1.233 -0.852 -0.79
C 2.606 0.299 -1.672 0.47
O 1.634 -0.488 -1.885 -1.02
C 3.934 0.119 -2.380 0.01
N 3.983 -1.257 -3.029 -0.09
C 4.366 -1.062 -4.488 -0.63
C 3.769 0.296 -4.799 -0.51
C 4.135 1.106 -3.553 -0.78
H 4.721 0.198 -1.634 0.49
H 3.041 -1.657 -2.967 0.33
H 4.619 -1.893 -2.545 0.38
H 3.993 -1.901 -5.068 0.39
H 5.453 -1.042 -4.534 0.36
H 2.687 0.220 -4.930 0.24
H 4.192 0.718 -5.708 0.44
H 3.548 2.012 -3.419 0.34
H 5.183 1.401 -3.593 0.42
C -2.623 -3.543 1.350 -2.02
C -2.695 -2.291 2.194 1.43
C -3.897 -1.576 2.175 -0.75
C -4.115 -0.465 2.972 -0.12
Cl -5.620 0.374 2.877 -0.14
C -3.137 -0.044 3.858 -0.59
C -1.932 -0.724 3.883 -0.05
C -1.695 -1.812 3.047 0.10
O -0.415 -2.312 3.210 -0.52
C 0.301 -2.976 2.182 -0.60
C 0.937 -1.878 1.364 0.59
O 2.098 -1.542 1.428 -0.69
O 0.036 -1.192 0.648 -1.06
H -3.610 -3.766 0.950 0.44
H -2.314 -4.408 1.937 0.45
H -1.939 -3.451 0.501 0.36
H -4.705 -1.923 1.541 0.57
H -3.325 0.789 4.523 0.58
H -1.150 -0.442 4.578 0.59
H -0.318 -3.614 1.564 0.12
H 1.077 -3.563 2.668 0.48



No. 5
8
Properties=species:S:1:pos:R:3:mulliken_charge:R:1 method="wB97M-V/def2-TZVPD" relative_energy_kj_mol=58.7 lumo_energy_ev=-5.943 homo_energy_ev=-17.04 total_charge=+1 energy_ha=-266.25017
C -0.678 0.543 0.582 -0.57
C -0.023 0.318 1.708 0.63
C 0.894 -1.230 -2.346 0.07
O 0.486 0.016 2.659 0.00
O 1.459 -1.521 -3.262 -0.07
H 0.068 0.014 -0.001 0.23
H -0.572 1.616 0.342 0.32
H -1.633 0.244 0.318 0.39



No. 6
13
Properties=species:S:1:pos:R:3:mulliken_charge:R:1 method="wB97M-V/def2-TZVPD" relative_energy_kj_mol=14.5 lumo_energy_ev=3.896 homo_energy_ev=-3.92 total_charge=-1 energy_ha=-667.23776
C -1.994 1.042 1.548 -0.74
S -1.303 1.269 -0.116 -0.52
H -1.294 0.487 2.175 0.24
H -2.136 2.021 2.002 0.24
H -2.951 0.516 1.564 0.22
O 1.718 -2.465 -0.410 -0.68
C 1.251 -1.332 -0.403 0.71
O 0.486 -0.855 0.516 -0.60
C 1.582 -0.366 -1.530 -0.91
H -0.331 0.030 0.077 0.22
H 0.670 -0.103 -2.065 0.25
H 2.299 -0.798 -2.231 0.29
H 2.003 0.555 -1.127 0.28